[1]
This record from the Open Molecules 2025 dataset describes the molecule C6H9N. The level of theory is wB97M-V/def2-TZVPD.

Each line ends with the Löwdin charge.
CARTESIAN COORDINATES (ANGSTROEM)
C1 0.21402 -0.48348 0.35045  -0.39
H1 1.25494 1.20626 -0.85483  0.14
C2 1.58790 1.49086 1.42192  -0.07
C3 0.90595 0.91123 0.23625  -0.22
H2 -1.95683 -0.94433 -0.49698  0.06
H3 -0.16103 -2.29323 -1.00877  0.12
N1 -0.04789 -0.91793 1.51252  0.14
C4 -1.43721 -0.57508 -1.30500  -0.11
H4 -0.48123 2.28279 1.70727  0.10
C5 -0.11406 -1.16977 -0.97685  -0.23
C6 0.42924 1.95663 1.27277  0.00
H5 -1.30942 0.54391 -1.33699  0.11
H6 -1.62442 -0.91263 -2.23932  0.04
H7 2.51022 1.49875 2.03886  0.12
H8 -0.43496 -1.84523 1.44655  0.04
H9 0.66477 -0.74874 -1.76785  0.14

Relative energy (zero: lowest compared OMol25 entry of this formula, charge and spin): 405.22 kJ/mol
SMILES string: [H]/N=C(\CC)C1C=C1
Spin multiplicity: 1
Frontier orbital gap: 10.475 eV
Molar mass: 95.1 Da

***

[2]
This record from the Open Molecules 2025 dataset describes the ion C19H35N2O3 with charge +1. The level of theory is wB97M-V/def2-TZVPD.

Each line ends with the Löwdin charge.
CARTESIAN COORDINATES (ANGSTROEM)
N1 0.08487 2.71086 -1.17669  -0.04
H1 -3.78331 0.18181 -0.79319  0.14
C1 2.54185 -2.03759 2.16950  -0.21
H2 3.66447 -1.11572 3.76740  0.11
H3 0.14210 -2.60181 -0.29702  0.10
H4 -0.12003 2.80327 0.87154  0.15
C2 -3.21606 -3.27026 -0.79006  -0.19
H5 1.92414 -2.10505 4.96446  0.07
H6 0.58523 0.39922 -0.47923  0.16
H7 -0.28021 -3.49504 -1.73743  0.13
C3 1.57215 -2.92868 4.34961  -0.10
H8 1.10554 4.40659 -0.48556  0.13
H9 -1.63991 0.40157 -1.65647  0.10
O1 2.44227 1.17201 0.61486  0.13
C4 -3.81110 -1.92462 -0.37390  -0.16
H10 -1.57791 2.32016 -0.00985  0.14
H11 1.20686 2.25545 -3.86162  0.14
H12 -2.15703 0.27909 0.86542  0.15
C5 1.24097 3.59049 -1.19697  -0.11
H13 2.31019 4.20458 -2.99946  0.12
H14 3.06892 1.23871 3.24763  0.13
O2 -1.20570 1.49408 -2.59685  0.05
H15 0.66996 -3.32784 4.80652  0.07
H16 3.23210 -2.88249 2.12847  0.12
C6 -0.12877 0.71574 0.29623  -0.24
H17 -1.81471 -3.19827 0.82200  0.10
C7 -0.30680 2.31752 -2.38697  -0.40
H18 -3.86604 -4.05209 -0.39589  0.12
C8 3.28861 -0.85005 2.78025  -0.17
H19 -3.21773 -3.37102 -1.87557  0.12
N2 -1.82440 -0.49811 -1.06136  -0.11
C9 -1.03751 -1.54342 -1.76886  -0.11
H20 -4.88905 -1.95027 -0.54087  0.13
H21 0.83187 -3.30408 2.37631  0.10
C10 1.85092 0.77454 1.58131  -0.47
O3 0.51117 0.54819 1.55222  0.02
C11 -1.35510 -0.20515 0.30444  -0.05
H22 -3.52987 -0.83602 -2.20928  0.14
H23 0.55812 -1.65554 2.94288  0.09
H24 -1.09141 -1.12579 0.82448  0.12
C12 -0.67688 -2.80706 -0.98881  -0.15
C13 -0.49022 2.20203 0.03984  -0.03
H25 2.13402 3.02276 -0.91393  0.12
H26 -1.60952 -4.57350 -0.23398  0.12
H27 -0.10741 -1.08520 -2.11338  0.13
C14 -1.81519 -3.50300 -0.22709  -0.19
H28 0.77561 5.03420 -2.74050  0.12
H29 2.27257 -1.79159 1.13722  0.10
H30 2.32905 -3.70896 4.35175  0.08
C15 1.28349 -2.47224 2.92460  -0.27
C16 0.53330 2.99913 -3.42926  -0.06
C17 2.43017 0.41993 2.91447  -0.08
H31 1.62355 0.27220 3.63008  0.12
H32 4.14617 -0.62138 2.14526  0.12
C18 1.28962 4.07787 -2.64907  -0.13
H33 -3.65658 -1.78048 0.69687  0.12
H34 -1.60800 -1.80947 -2.65876  0.14
C19 -3.28731 -0.72370 -1.15061  -0.12
H35 -0.08302 3.39087 -4.23638  0.13

Relative energy (zero: lowest compared OMol25 entry of this formula, charge and spin): 0.00 kJ/mol
SMILES string: CCCCCC(=O)O[C@H](CN1CCCC1=O)C[NH+]1CCCCCC1
Net charge: +1
Spin multiplicity: 1
Frontier orbital gap: 10.981 eV
Molar mass: 339.5 Da